Entry from the Open Molecules 2025 dataset: 2 unconnected molecules or ions with the total composition C20H14F3N4O12S at a distorted geometry (ωB97M-V/def2-TZVPD).

```
54
Properties=species:S:1:pos:R:3:forces:R:3
C -0.9181 2.3633 3.1567 0.006 -0.021 0.068
C -2.0597 2.3979 2.1460 -0.405 -0.171 -0.898
C -3.4172 2.6216 2.8155 0.428 -0.048 -0.335
O -1.8952 3.4548 1.1883 -0.112 -0.134 0.708
C -0.8791 3.2843 0.2698 0.653 -1.294 -0.485
O -0.3603 4.2644 -0.2358 -0.269 0.529 0.107
C -0.5212 1.9313 -0.0492 -1.566 0.417 1.635
C 0.5778 1.6853 -0.9908 0.750 0.150 -0.480
C 1.9268 1.8395 -0.3061 -0.314 -0.129 -0.011
C 2.5022 0.7344 0.3465 0.217 0.410 0.071
C 3.6830 0.8893 1.0637 0.147 0.427 0.021
C 4.2875 2.1621 1.1231 -1.323 -0.201 -0.845
N 5.5089 2.3311 1.8356 2.321 0.352 1.326
O 6.0344 3.4695 1.8626 -0.878 -1.960 -0.014
O 6.0222 1.3400 2.4054 -0.896 1.656 -0.961
C 3.7117 3.2752 0.4786 0.162 -0.492 0.269
C 2.5329 3.1045 -0.2322 0.099 -0.144 0.118
C -1.2335 0.8388 0.5250 1.044 1.689 -0.390
O -1.0337 -0.3275 0.2317 -0.309 -1.444 -0.090
O -2.1907 1.1303 1.4622 -0.055 0.296 0.541
H 0.0592 2.1723 2.6934 -0.341 0.066 0.012
H -0.8872 3.3263 3.6821 0.038 -0.207 -0.122
H -1.1316 1.5688 3.8822 0.113 0.155 -0.129
H -4.1885 2.5879 2.0410 0.094 0.040 0.169
H -3.5911 1.8238 3.5406 -0.022 0.113 -0.047
H -3.4257 3.5952 3.3088 -0.029 -0.092 -0.013
H 0.4696 0.6579 -1.3580 0.107 0.242 -0.221
H 0.4950 2.4361 -1.7889 0.186 -0.374 -0.123
H 1.9919 -0.2336 0.3130 0.190 0.356 0.037
H 4.1445 0.0594 1.5925 -0.079 0.187 -0.148
H 4.1935 4.2450 0.5674 -0.101 -0.234 -0.052
H 2.0378 3.9593 -0.6989 0.156 -0.341 0.134
O -2.0324 -3.6125 1.5393 0.764 -0.271 -0.542
S -0.7719 -3.6193 0.8424 -0.195 0.936 0.143
O 0.4353 -3.0852 1.4165 -0.593 -0.618 -0.429
C -0.4115 -5.4314 0.4451 0.025 -0.072 -0.022
F -0.2247 -6.0917 1.5977 -0.105 0.314 -0.730
F -1.4526 -5.9801 -0.2210 0.790 0.343 0.425
F 0.7025 -5.5368 -0.3134 -0.813 0.008 0.492
C -0.9828 -2.9585 -0.8114 1.906 0.173 -0.423
C 0.1483 -2.4512 -1.4658 -0.525 -0.594 1.078
C -0.0157 -2.0873 -2.7991 0.799 0.804 -1.149
N 0.9212 -1.5426 -3.6709 -0.790 -0.353 0.458
O 2.0977 -1.2503 -3.5465 -1.258 -0.287 -0.354
O 0.2373 -1.3469 -4.8966 0.370 -0.284 1.154
N -1.0902 -1.7318 -4.7957 0.235 -0.626 2.066
C -1.2240 -2.1787 -3.5148 -0.834 0.712 -1.923
C -2.3843 -2.6627 -2.7986 0.792 -0.415 1.573
N -3.7036 -2.8158 -3.3702 -2.490 -0.436 -0.670
O -3.9626 -2.3815 -4.5085 1.104 -0.646 2.061
O -4.5560 -3.4033 -2.6587 1.574 1.080 -1.321
C -2.2260 -3.0457 -1.4539 -0.484 0.377 -1.571
H 1.1280 -2.3571 -0.9964 -0.368 -0.055 0.075
H -3.0782 -3.4180 -0.8915 0.085 0.111 -0.244
```
Forces are in eV/Å.

Calculated total energy ... -2589.991566 Ha
E_LUMO ... -0.013 Eh
HOMO-LUMO gap ... 4.229 eV
Molecular weight ... 591.4 g/mol
Charge ... -1
HOMO ... -4.59 eV

***

Entry from the Open Molecules 2025 dataset: a molecular structure, C20H14N2PdS (ωB97M-V/def2-TZVPD).

```
38
Properties=species:S:1:pos:R:3:forces:R:3
Pd 2.0050 0.3945 1.1190 -0.722 0.043 0.118
C -0.7243 1.2957 4.4545 -0.171 0.042 0.057
C -2.0654 1.2056 3.9140 0.112 0.081 0.249
C -2.3019 0.8476 2.6501 0.047 -0.028 -0.185
C -1.2496 0.3844 1.7339 -0.164 -0.166 0.047
C 0.2554 0.5437 2.3216 0.685 -0.254 0.084
C 0.3513 1.0545 3.6982 -0.113 -0.016 -0.167
C -0.6157 0.3136 -0.8438 0.027 0.026 0.070
C -1.1549 0.2595 -2.1477 -0.081 0.013 0.053
C -0.3306 0.2236 -3.2301 -0.020 -0.001 -0.133
C 1.0675 0.2589 -3.0526 -0.037 -0.013 -0.047
C 1.9878 0.2079 -4.1259 -0.058 0.006 -0.036
C 3.3296 0.2593 -3.8877 0.105 0.008 0.022
C 3.8112 0.3878 -2.5667 0.026 0.008 -0.114
C 2.9334 0.4443 -1.5232 -0.067 0.005 -0.057
C 1.5461 0.3597 -1.7353 -0.164 0.001 0.024
N 0.6870 0.3708 -0.6535 0.309 -0.038 -0.098
H -0.5947 1.6444 5.4708 -0.020 0.002 -0.014
H -2.8937 1.5266 4.5320 0.023 -0.002 0.018
H -3.2933 0.9632 2.2278 0.027 -0.052 -0.026
H 1.3466 1.2464 4.0763 0.051 0.001 0.006
H -2.2294 0.2494 -2.2763 0.019 -0.007 0.018
H -0.7428 0.1749 -4.2311 0.016 -0.004 0.014
H 1.6097 0.1290 -5.1377 -0.007 -0.001 0.027
H 4.0325 0.2165 -4.7084 -0.005 0.002 0.015
H 4.8760 0.4543 -2.3877 -0.014 0.005 0.001
H 3.3286 0.5990 -0.5187 0.323 0.024 0.113
S 1.7685 -1.9912 1.3820 -0.104 -0.046 -0.038
C 0.0393 -1.7688 1.4029 0.177 -0.134 -0.079
C -0.8419 -2.6075 0.7152 0.064 0.059 0.044
C -2.1409 -2.1985 0.3183 -0.069 0.036 0.000
C -2.5569 -0.9149 0.1506 0.075 0.002 0.004
C -1.6591 0.3170 0.2770 -0.001 -0.089 -0.048
N -0.3790 -0.7068 2.0994 -0.285 0.424 0.084
H -0.5020 -3.6068 0.4692 0.009 0.022 0.006
H -2.8356 -2.9876 0.0526 0.010 0.008 0.016
H -3.5891 -0.7490 -0.1344 0.032 0.009 -0.017
H -2.2749 1.1989 0.0953 -0.034 0.024 -0.032
```
Forces are in eV/Å.

⟨S²⟩ ... 6.0598
Calculated total energy ... -1405.311753 Ha
E_LUMO (alpha / beta) ... -0.261 / -0.390 Eh
HOMO-LUMO gap (alpha / beta) ... 7.956 / 4.764 eV
2S+1 ... 5
Relative energy (zero: lowest compared OMol25 entry of this formula, charge and spin) ... 30.5 kcal/mol
Molecular weight ... 420.8 g/mol
Charge ... +2
HOMO (alpha / beta) ... -15.06 / -15.37 eV

***

Entry from the Open Molecules 2025 dataset: a molecular structure, C20H15Br2N6O2S4SbTi (ωB97M-V/def2-TZVPD).

```
51
Properties=species:S:1:pos:R:3:forces:R:3
Ti -0.3471 -0.1205 0.1702 -0.394 -0.782 -0.069
N 0.9083 4.2473 7.1826 0.009 0.040 0.034
C 0.6910 3.1629 6.3293 -0.029 -0.031 -0.046
C 1.6012 2.1077 6.2794 -0.010 -0.004 -0.007
C 1.3661 1.0150 5.4626 0.037 0.009 0.018
C 0.2163 0.9643 4.6922 -0.059 -0.039 0.003
C -0.7083 1.9992 4.7486 0.009 -0.007 -0.026
C -0.4713 3.0944 5.5584 0.014 -0.004 0.007
S -0.1007 -0.4086 3.6201 -0.238 0.155 0.134
O 0.6956 -1.5127 4.0693 -0.006 0.003 0.059
O -1.5218 -0.5229 3.4970 0.107 0.023 0.035
N 0.4299 0.1201 2.1650 0.019 -0.095 -0.127
C 1.7502 0.0726 1.8638 0.248 0.180 -0.157
N 1.9099 0.0463 0.5211 0.105 0.090 -0.127
C 3.1311 0.0560 0.0197 -0.056 -0.027 0.063
C 4.2378 0.0757 0.8511 0.006 0.003 -0.030
C 3.9768 0.0899 2.2140 0.015 -0.007 0.001
N 2.7600 0.0949 2.7393 -0.067 0.016 -0.001
H 1.8757 4.4123 7.4099 0.001 0.003 -0.001
H 0.4400 5.0956 6.9068 0.002 0.000 0.002
H 2.4974 2.1459 6.8881 0.004 0.004 0.005
H 2.0707 0.1980 5.4071 0.004 -0.018 -0.006
H -1.6160 1.9286 4.1623 -0.007 -0.003 0.001
H -1.1965 3.8987 5.6073 0.003 0.008 0.006
H 3.2109 0.0351 -1.0618 0.007 0.003 -0.002
H 5.2456 0.0775 0.4649 -0.004 -0.004 -0.009
H 4.7985 0.1049 2.9240 -0.011 0.001 0.014
Br 0.3900 1.0062 -6.5318 0.000 0.000 0.026
C 0.2169 0.6798 -4.6700 -0.002 -0.004 -0.004
C 0.1826 -0.6529 -4.2119 0.004 -0.008 -0.001
C 0.0605 -0.8430 -2.8590 -0.020 0.021 0.023
N -0.0283 0.1550 -1.9640 0.164 -0.065 0.296
C 0.0036 1.4534 -2.4148 0.091 0.141 -0.078
C 0.1321 1.7221 -3.8043 -0.030 -0.062 -0.001
C -0.0551 2.4647 -1.4274 0.123 0.109 0.011
C 0.0218 3.8551 -1.7091 -0.047 0.048 0.044
C -0.0066 4.7378 -0.6752 0.002 -0.046 -0.030
Br 0.0961 6.6012 -1.0189 0.001 -0.008 -0.012
C -0.1043 4.3001 0.6589 -0.001 -0.025 0.021
C -0.1649 2.9418 0.8587 -0.025 0.009 0.037
N -0.1402 2.0381 -0.1260 0.170 0.044 -0.047
H 0.2455 -1.4920 -4.8863 -0.001 0.004 -0.007
H 0.0259 -1.8371 -2.4327 0.003 0.004 -0.040
H 0.1615 2.7368 -4.1695 -0.007 0.009 0.006
H 0.1044 4.2101 -2.7246 -0.011 0.003 -0.003
H -0.1300 4.9906 1.4868 -0.001 -0.007 0.010
H -0.2360 2.5323 1.8598 0.000 0.037 -0.002
S -3.5319 -3.2054 1.9620 -0.014 -0.030 0.027
Sb -2.7473 -2.4850 0.0051 0.437 0.350 0.008
S -2.5198 0.0943 0.1121 -0.448 0.023 0.117
S -0.1717 -2.3642 0.1459 -0.093 -0.064 -0.180
```
Forces are in eV/Å.

⟨S²⟩ ... 0.7688
Calculated total energy ... -9080.944934 Ha
E_LUMO (alpha / beta) ... 0.079 / 0.066 Eh
HOMO-LUMO gap (alpha / beta) ... 5.520 / 6.412 eV
2S+1 ... 2
Relative energy (zero: lowest compared OMol25 entry of this formula, charge and spin) ... 14.2 kcal/mol
Molecular weight ... 829.1 g/mol
Charge ... -1
HOMO (alpha / beta) ... -3.36 / -4.61 eV

***

Entry from the Open Molecules 2025 dataset: 2 unconnected molecules or ions with the total composition C20H15ClFN2O6S3 at a distorted geometry (ωB97M-V/def2-TZVPD).

```
48
Properties=species:S:1:pos:R:3:forces:R:3
N -1.0725 -0.1741 -5.8209 -0.821 1.943 1.670
C -1.4305 0.6531 -5.0686 0.677 -1.606 -1.568
C -1.8470 1.6075 -4.0689 -0.034 0.383 0.085
C -0.8897 2.3578 -3.3784 0.237 0.124 0.063
C -1.2460 3.0948 -2.2491 0.200 -0.292 -0.493
C -2.5619 3.0611 -1.8152 -0.183 -0.106 0.281
S -2.9477 3.6691 -0.1558 2.684 -0.418 1.660
C -1.5116 3.3611 0.7544 -0.685 -0.663 -3.206
Cl -1.3409 4.2873 2.1322 -0.043 1.494 1.916
O -3.1122 5.0989 -0.2482 -0.826 0.493 -0.255
O -4.0465 2.8402 0.2774 -1.336 -0.163 -0.506
C -3.5641 2.4836 -2.5978 0.393 -0.140 -0.292
C -3.1970 1.7677 -3.7371 -0.323 -0.110 0.066
H 0.1447 2.3538 -3.7205 -0.193 -0.098 0.121
H -0.5013 3.6407 -1.6699 -0.270 -0.148 -0.024
H -1.1286 2.3548 0.7896 -0.608 -0.227 0.054
H -4.6098 2.5563 -2.3041 0.300 -0.071 0.071
H -3.9577 1.3038 -4.3638 0.163 -0.042 0.241
C 1.9554 -1.1501 -1.8858 -0.048 0.133 0.120
C 2.9368 -1.4425 -0.9322 -0.054 0.248 0.001
C 3.3175 -0.4667 -0.0088 -0.202 -0.039 0.047
C 2.6882 0.7772 -0.0502 -0.019 0.229 0.067
S 3.2010 2.0755 1.0764 -0.739 -0.077 -1.449
N 1.9687 1.8014 2.3799 -0.799 1.932 -0.596
F 0.7102 2.4880 1.7824 3.383 -1.634 1.543
S 2.4687 2.8202 3.8196 -0.685 0.440 0.824
C 1.3607 2.2664 5.1222 -0.048 0.060 -0.272
C 0.1392 2.9109 5.2394 -0.140 -0.078 -0.170
C -0.7339 2.5346 6.2575 0.174 -0.102 0.130
C -0.3565 1.5394 7.1663 0.037 0.067 -0.270
C 0.8883 0.9078 7.0494 -0.016 0.245 -0.184
C 1.7636 1.2841 6.0282 -0.135 -0.203 -0.161
O 3.7675 2.3539 4.2218 -0.418 0.051 -0.737
O 2.1944 4.2006 3.5265 0.283 -1.105 0.037
O 4.4842 1.6920 1.5802 -0.415 0.223 0.365
O 2.9574 3.3536 0.4575 0.281 -1.030 0.753
C 1.7074 1.0791 -0.9884 -0.075 -0.089 0.117
C 1.3358 0.1034 -1.9107 0.151 -0.072 0.089
H 1.6523 -1.9058 -2.6109 0.109 0.168 0.188
H 3.4080 -2.4271 -0.9033 -0.150 0.320 -0.041
H 4.0700 -0.6631 0.7516 -0.106 0.043 -0.207
H -0.1169 3.6687 4.5051 -0.138 -0.067 0.122
H -1.7059 3.0223 6.3217 0.242 -0.160 0.062
H -1.0467 1.2418 7.9573 0.208 0.075 -0.207
H 1.1759 0.1152 7.7433 -0.082 0.299 -0.188
H 2.7320 0.8052 5.9076 -0.170 0.113 0.053
H 1.2362 2.0586 -0.9516 0.007 -0.156 -0.121
H 0.5599 0.3320 -2.6409 0.230 -0.185 0.202
```
Forces are in eV/Å.

Calculated total energy ... -3086.544108 Ha
E_LUMO ... 0.075 Eh
HOMO-LUMO gap ... 5.045 eV
Molecular weight ... 530.0 g/mol
Charge ... -1
HOMO ... -3.01 eV

***

Entry from the Open Molecules 2025 dataset: a molecular structure, C20H15F6N5O2PPtS at a distorted geometry (ωB97M-V/def2-TZVPD).

```
51
Properties=species:S:1:pos:R:3:forces:R:3
Pt -0.2751 0.0388 0.0743 1.140 0.555 0.091
S -0.5357 -1.6187 4.2488 -0.037 -0.003 -0.008
C 0.6432 -0.3592 4.3573 0.010 0.071 -0.021
C 1.3411 0.0564 5.4613 -0.041 -0.088 0.046
C 2.2505 1.1044 5.2966 -0.014 0.025 -0.101
C 2.4644 1.7198 4.0284 0.070 0.007 0.083
C 1.7777 1.3197 2.9273 -0.068 -0.014 -0.043
C 0.8261 0.2773 3.0768 0.033 0.010 -0.044
N 0.0113 -0.2229 2.1335 -0.756 -0.396 -0.529
C -0.7599 -1.2484 2.5936 0.189 -0.066 0.448
C -1.6029 -1.9185 1.6978 -0.157 -0.086 -0.063
C -2.4282 -3.0156 2.0248 0.029 0.040 0.129
C -3.1415 -3.6432 1.0352 -0.066 -0.021 -0.052
C -3.0322 -3.2026 -0.2891 -0.020 0.162 0.153
C -2.2449 -2.0947 -0.6196 -0.074 -0.016 -0.089
C -1.5449 -1.4546 0.3705 0.248 -0.087 -0.714
H 1.1955 -0.4051 6.4286 0.031 0.003 0.004
H 2.8082 1.4518 6.1569 0.023 0.012 -0.020
H 3.1954 2.5120 3.9380 0.009 -0.006 0.039
H 1.9606 1.7570 1.9619 -0.056 0.046 0.009
H -2.4885 -3.3567 3.0516 -0.038 -0.038 -0.019
H -3.7913 -4.4733 1.2737 0.064 -0.052 -0.007
H -3.5706 -3.7198 -1.0727 -0.011 -0.005 0.009
H -2.1897 -1.7747 -1.6525 0.068 -0.047 -0.009
N 0.0964 0.2155 -2.0119 -0.679 -0.139 0.362
N 0.8572 -0.9038 -2.4060 -0.204 -0.449 -0.126
C 1.5696 -1.5785 -1.4074 -0.038 0.240 -0.313
O 2.4578 -2.3255 -1.6559 -0.057 -0.062 0.186
O 1.0914 -1.3276 -0.1880 0.424 -0.136 0.731
H -0.6896 0.3179 -2.6503 -0.064 0.007 0.069
H 0.6706 1.0686 -2.0231 -0.030 0.048 -0.084
H 1.3251 -0.8500 -3.3024 -0.036 0.255 -0.005
N -5.2183 5.4791 0.9889 0.005 0.005 0.009
C -4.4552 4.6321 0.8590 0.029 0.000 -0.031
C -3.5144 3.5600 0.6994 -0.008 -0.019 0.004
C -3.7426 2.5579 -0.2401 -0.044 0.004 0.014
C -2.8330 1.5305 -0.3447 -0.036 -0.047 0.033
N -1.7351 1.4620 0.4268 -0.001 0.254 -0.305
C -1.5020 2.4408 1.3163 0.000 0.039 -0.044
C -2.3663 3.4998 1.4829 -0.037 0.009 0.046
H -4.6148 2.5825 -0.8776 0.000 -0.023 0.000
H -2.9828 0.7319 -1.0582 0.004 -0.020 0.016
H -0.5875 2.3840 1.8870 0.027 0.008 -0.037
H -2.1461 4.2714 2.2066 0.007 -0.008 0.005
F 0.8916 1.8287 -0.2029 0.076 0.030 0.460
P 2.6194 2.5647 -0.5818 0.260 -0.027 -0.334
F 2.3867 3.3853 0.7667 -0.019 -0.001 -0.014
F 2.5514 1.5784 -1.8608 -0.088 -0.013 0.016
F 4.0170 3.1390 -0.9024 -0.026 0.004 0.019
F 1.7791 3.6284 -1.3868 -0.020 0.019 0.044
F 3.1441 1.3260 0.2816 -0.020 0.014 -0.013
```
Forces are in eV/Å.

⟨S²⟩ ... 0.7931
Calculated total energy ... -2653.036590 Ha
E_LUMO (alpha / beta) ... -0.297 / -0.395 Eh
HOMO-LUMO gap (alpha / beta) ... 7.951 / 5.289 eV
2S+1 ... 2
Molecular weight ... 729.5 g/mol
Charge ... +2
HOMO (alpha / beta) ... -16.02 / -16.03 eV

***

Question: What is the calculated total energy in the first record?
Answer: -2589.991566 Ha